(1)
ORCA calculation (ωB97M-V/def2-TZVPD) on a single CF2O3S molecule.

Results
E_LUMO = -1.43 eV
orbital gap = 9.88 eV
energy relative to the best compared isomer or geometry (same formula, charge and spin) = 56.53 kcal per mole

Each line ends with the Mulliken charge.
Geometry (Å):
1 S 1.009 -0.334 -0.648  0.875
2 F 0.265 -1.884 -0.975  -0.393
3 F 1.251 0.980 0.501  -0.407
4 O -0.727 -0.547 0.388  -0.289
5 O -1.543 1.174 1.650  -0.286
6 O 0.847 0.272 -1.915  -0.333
7 C -1.102 0.339 0.999  0.833

***

(2)
ORCA calculation (ωB97M-V/def2-TZVPD) on a molecular structure, CF3GaMgNO4S3.

Results
E_LUMO (alpha / beta) = -7.42 / -7.56 eV
orbital gap (alpha / beta) = 5.19 / 4.74 eV
energy relative to the best compared isomer or geometry (same formula, charge and spin) = 67.90 kcal per mole
net charge = +1

Each line ends with the Mulliken charge.
Geometry (Å):
1 Ga 0.514 0.283 -1.568  0.642
2 S -0.507 -0.111 1.190  0.806
3 S 2.139 2.321 -2.622  0.158
4 S 3.038 1.541 -0.596  0.134
5 Mg 2.082 -1.583 0.580  0.970
6 F -2.758 -0.559 -0.160  -0.211
7 F -1.860 -2.287 0.716  -0.228
8 F -2.893 -0.842 1.991  -0.186
9 O 2.302 0.098 -0.802  -0.212
10 O -0.579 0.604 -0.165  -0.069
11 O 0.791 1.569 -3.206  -0.337
12 O -0.640 1.083 2.117  -0.603
13 N 0.498 -1.122 1.603  -0.578
14 C -2.127 -0.994 0.923  0.715

***

(3)
ORCA calculation (ωB97M-V/def2-TZVPD) on a molecular structure, CF3MgNO4PdS3.

Results
2S+1 = 3
E_LUMO (alpha / beta) = -2.55 / -2.63 eV
orbital gap (alpha / beta) = 6.21 / 5.73 eV
energy relative to the best compared isomer or geometry (same formula, charge and spin) = 0.00 kcal per mole

Each line ends with the Mulliken charge.
Geometry (Å):
1 Pd 0.650 1.160 -0.684  1.287
2 S -1.154 0.155 1.304  1.078
3 S 3.308 -0.182 -0.969  0.044
4 S 2.937 1.286 -2.431  0.152
5 Mg 1.803 -0.564 1.736  0.952
6 F -0.881 -1.311 -0.852  -0.237
7 F -2.314 -2.108 0.563  -0.231
8 F -2.844 -0.424 -0.675  -0.223
9 O 2.235 0.428 0.168  -0.686
10 O -2.330 0.675 2.049  -0.656
11 O 1.320 1.176 -2.600  -0.639
12 O -0.771 1.280 0.322  -0.839
13 N -0.102 -0.576 2.061  -0.697
14 C -1.858 -0.994 0.007  0.696